# 1
{
  "formula": "C2ClN3S3",
  "method": "ωB97M-V/def2-TZVPD",
  "de_lowest_kj_mol": 0.0,
  "energy_ev": -51568.94246,
  "homo_ev": -8.906,
  "symbols": ["C", "C", "N", "N", "N", "S", "S", "S", "Cl"],
  "positions_angstrom": [[0.59325, 0.04624, -0.97511], [-0.71264, -0.35580, 0.18695], [0.94489, -1.04384, -1.50886], [-0.92046, -1.59915, 0.13733], [-0.05063, 2.01960, 0.21759], [-0.00315, -2.28001, -1.03139], [1.16169, 1.61254, -0.90809], [-1.03813, 1.10189, 1.00729], [0.02517, 0.49854, 2.87429]],
  "forces_ev_per_a": [[-2.5, -2.2, 2.5], [3.5, 0.4, -3.3], [-0.1, -0.1, -0.7], [-0.6, 0.4, -0.1], [-1.1, 1.3, 0.2], [0.2, -1.3, 0.1], [-1.2, 0.3, 1.3], [1.9, 1.3, -0.2], [-0.2, -0.2, 0.2]]
}

---

# 2
{
  "formula": "C29H20IN2P2RuS4",
  "method": "ωB97M-V/def2-TZVPD",
  "spin_multiplicity": 6,
  "s_squared": 8.7690,
  "total_charge": -2,
  "de_lowest_kj_mol": 58.0,
  "energy_ev": -105981.90774,
  "homo_ev": [-1.418, -1.679],
  "symbols": ["Ru", "S", "P", "C", "P", "S", "C", "C", "C", "C", "C", "C", "C", "C", "C", "C", "C", "C", "C", "C", "C", "C", "C", "C", "C", "C", "C", "C", "C", "C", "H", "H", "H", "H", "H", "H", "H", "H", "H", "H", "H", "H", "H", "H", "H", "H", "H", "H", "H", "H", "S", "C", "C", "N", "C", "S", "C", "N", "I"],
  "positions_angstrom": [[0.35232, -0.59782, -0.38173], [2.19531, 0.06916, 1.72501], [0.40699, 0.76716, 2.26699], [-0.88313, 0.66892, 1.11690], [-1.32007, 1.92371, 0.00778], [-0.67061, 1.66768, -1.85603], [-3.15784, 1.87825, -0.03906], [-3.87585, 1.20832, 0.94240], [-5.26283, 1.15775, 0.88722], [-5.94038, 1.78201, -0.14940], [-5.22694, 2.46164, -1.12880], [-3.84280, 2.50544, -1.07675], [-1.05794, 3.68277, 0.42305], [-2.00830, 4.43442, 1.10872], [-1.79053, 5.78381, 1.33994], [-0.62067, 6.38536, 0.90307], [0.33838, 5.63372, 0.23887], [0.12491, 4.28676, 0.00312], [-0.15499, -0.27425, 3.67034], [0.65083, -0.38414, 4.80152], [0.28055, -1.21494, 5.84604], [-0.89310, -1.95445, 5.76544], [-1.70025, -1.84177, 4.64398], [-1.33704, -0.99761, 3.60239], [0.67360, 2.31945, 3.19914], [1.86657, 3.02282, 3.08433], [2.08675, 4.14802, 3.86506], [1.11347, 4.58342, 4.74967], [-0.08898, 3.89694, 4.84972], [-0.31165, 2.77161, 4.07456], [-3.33106, 0.72250, 1.74255], [-5.81643, 0.62579, 1.65198], [-7.02178, 1.72908, -0.20134], [-5.75700, 2.94870, -1.93950], [-3.27742, 3.01020, -1.85122], [-2.92902, 3.96466, 1.43272], [-2.53814, 6.37066, 1.86198], [-0.45448, 7.44110, 1.08532], [1.25987, 6.10127, -0.08818], [0.84935, 3.69259, -0.54242], [1.58093, 0.17146, 4.84688], [0.91643, -1.29777, 6.72078], [-1.15856, -2.64174, 6.56047], [-2.61528, -2.41701, 4.56877], [-1.94782, -0.91267, 2.71226], [2.62843, 2.64807, 2.41201], [3.02211, 4.69021, 3.78274], [1.28500, 5.46210, 5.36136], [-0.85033, 4.23855, 5.54195], [-1.23986, 2.21690, 4.15654], [0.07841, -2.70847, 1.06737], [-1.30361, -3.51801, 0.41030], [-1.82038, -4.58196, 1.19811], [-2.23508, -5.42673, 1.86675], [-1.90577, -3.17086, -0.76867], [-1.40967, -1.85485, -1.77468], [-3.03286, -3.89178, -1.25274], [-3.94862, -4.44851, -1.68088], [2.42544, -0.71894, -2.03822]],
  "forces_ev_per_a": [[-1.0, -0.6, 0.4], [0.0, 0.0, -0.3], [-1.1, -0.4, 0.1], [1.4, 1.4, -0.3], [-0.5, -1.0, 0.6], [0.3, -0.2, -0.1], [0.0, 0.0, -0.1], [0.0, 0.0, 0.0], [-0.1, 0.0, 0.0], [0.0, 0.0, 0.1], [0.0, 0.1, 0.0], [-0.1, 0.0, 0.0], [0.2, 0.0, 0.2], [0.1, -0.1, -0.1], [-0.1, 0.1, 0.1], [0.0, 0.1, 0.0], [0.1, 0.0, 0.1], [-0.1, 0.0, 0.0], [0.1, 0.0, 0.1], [-0.1, -0.1, 0.0], [0.1, 0.0, 0.1], [0.0, -0.1, -0.1], [-0.1, 0.0, 0.1], [0.0, 0.0, 0.0], [-0.1, 0.2, -0.2], [-0.1, -0.1, 0.1], [0.1, 0.1, 0.0], [0.0, 0.1, 0.0], [-0.1, 0.0, 0.1], [0.1, 0.0, -0.1], [0.0, 0.0, 0.0], [0.0, 0.0, 0.0], [0.0, 0.0, 0.0], [0.0, 0.0, 0.0], [0.0, 0.0, 0.0], [0.0, 0.0, 0.0], [0.0, 0.0, 0.0], [0.0, 0.0, 0.0], [0.0, 0.0, 0.0], [0.0, 0.0, 0.0], [0.0, 0.0, 0.0], [0.0, 0.0, 0.0], [0.0, 0.1, 0.0], [0.0, -0.1, 0.0], [0.0, 0.0, 0.0], [0.0, 0.0, 0.0], [0.0, 0.0, 0.0], [0.0, 0.0, 0.0], [0.0, 0.0, 0.0], [0.0, 0.0, 0.0], [0.2, 0.2, -0.2], [0.1, 0.4, -0.4], [-0.3, -0.4, 0.2], [0.1, 0.0, -0.1], [0.4, 0.2, 0.2], [0.1, 0.2, 0.2], [-0.4, -0.3, -0.1], [0.1, 0.0, 0.1], [0.6, 0.0, -0.4]]
}

---

# 3
{
  "formula": "C3H4BrN",
  "method": "ωB97M-V/def2-TZVPD",
  "de_lowest_kj_mol": 274.2,
  "energy_ev": -74704.98445,
  "homo_ev": -9.791,
  "symbols": ["C", "C", "C", "N", "Br", "H", "H", "H", "H"],
  "positions_angstrom": [[-0.23505, 1.16071, -0.24519], [-0.42653, -0.69689, 0.66181], [0.47447, -0.11266, -0.36152], [-1.13035, 0.73500, 0.61355], [2.44118, -0.06012, -0.09470], [-0.02872, 2.11225, -0.62622], [-1.02090, -1.42967, 0.07755], [-0.30080, -1.05081, 1.67474], [0.22671, -0.65781, -1.70003]],
  "forces_ev_per_a": [[-1.0, -2.5, 2.4], [-3.1, 0.9, -1.2], [2.2, -1.1, -4.8], [1.2, -0.4, -0.7], [-0.8, -0.1, -0.1], [-0.2, 1.4, -0.7], [-0.2, 0.2, 0.9], [1.0, 0.2, 0.0], [1.0, 1.5, 4.2]]
}